# 1
112
Properties=species:S:1:pos:R:3:forces:R:3 method="wB97M-V/def2-TZVPD" lumo_energy_ev=-2.877 gap_ev=6.01 total_energy_ha=-7768.4823 fmax_ha_per_bohr=0.0153 total_charge=+1
Y 0.0151 0.0389 0.2916 0.589 -0.323 0.409
C -1.2700 -2.4762 2.0796 -0.084 -0.068 -0.107
C -1.5583 -1.3282 3.0228 -0.009 -0.005 0.023
N -1.6535 -0.0401 2.2985 -0.015 0.006 -0.089
C -1.4430 1.0776 3.2218 0.009 -0.011 0.007
C 0.0313 1.2678 3.4914 -0.013 0.008 0.045
C 0.4698 1.9537 4.6102 0.018 -0.005 -0.004
C 1.8337 2.0867 4.8181 -0.016 -0.005 -0.012
C 2.7135 1.5040 3.9229 -0.006 -0.017 0.012
C 2.2010 0.8298 2.8253 0.022 -0.007 0.043
C 3.1311 0.1745 1.8290 0.026 -0.001 0.030
N 2.4521 -0.7398 0.9146 -0.092 0.013 -0.024
C 2.4307 -2.1587 1.3071 0.004 -0.024 -0.001
C 1.1984 -2.5129 2.1199 -0.003 -0.016 0.026
N -0.0182 -2.2345 1.3442 -0.017 0.144 -0.044
N 0.8869 0.7376 2.6049 -0.109 0.070 -0.177
H -2.0779 -2.5447 1.3471 0.013 0.008 0.013
H -1.2374 -3.4214 2.6318 0.025 0.030 0.050
H -0.7565 -1.2304 3.7578 0.000 -0.004 0.002
H -2.4769 -1.5287 3.5811 -0.007 -0.004 -0.013
H -2.5855 0.0343 1.8941 0.007 -0.012 0.002
H -1.9646 0.9246 4.1730 0.011 -0.003 0.001
H -1.8422 1.9896 2.7774 -0.014 0.015 -0.008
H -0.2470 2.3635 5.3091 0.000 0.004 0.001
H 2.2057 2.6192 5.6833 0.003 0.001 0.001
H 3.7834 1.5590 4.0736 0.001 -0.001 0.003
H 3.9344 -0.3269 2.3810 0.002 0.004 -0.012
H 3.6060 0.9630 1.2403 -0.035 0.012 -0.012
H 2.8909 -0.6725 0.0046 0.023 -0.017 0.020
H 3.3320 -2.4325 1.8654 -0.008 0.013 0.010
H 2.4266 -2.7480 0.3881 0.004 0.005 0.003
H 1.1684 -1.9216 3.0364 0.007 0.001 -0.007
H 1.2482 -3.5665 2.4168 -0.002 0.001 -0.012
H -0.0069 -2.8008 0.4988 0.008 -0.030 0.027
Cl 4.4672 -1.5141 -5.7525 0.009 0.000 -0.010
C 3.3668 -1.4284 -4.4186 -0.005 0.014 0.016
C 2.6028 -2.5633 -4.0805 -0.007 -0.005 -0.001
C 1.7225 -2.5364 -3.0354 -0.003 -0.002 -0.013
C 1.5430 -1.3688 -2.2498 0.009 0.051 -0.063
O 0.7141 -1.3758 -1.2644 -0.064 0.044 0.045
C 2.3244 -0.2237 -2.6051 -0.026 -0.043 0.007
C 2.2227 1.0209 -1.9289 -0.066 0.017 0.007
O 1.5230 1.2864 -0.9308 0.013 0.005 -0.063
C 3.2247 -0.2824 -3.7011 0.013 0.002 -0.016
H 2.7177 -3.4634 -4.6703 0.002 -0.001 0.000
H 1.1227 -3.4042 -2.7951 -0.004 0.004 0.012
H 2.8401 1.8351 -2.3333 0.001 -0.001 0.007
H 3.7983 0.5985 -3.9626 0.000 0.002 0.000
O -2.0464 -0.1225 -2.2333 -0.164 0.015 0.011
C -2.0282 -0.1743 -1.0574 0.085 0.085 -0.195
C -5.8464 -3.5086 -5.4263 0.006 0.002 -0.022
C -5.3686 -2.8668 -4.1533 -0.002 0.007 0.016
C -5.7712 -1.5886 -3.7982 -0.004 -0.006 -0.017
C -5.3575 -0.9875 -2.6131 -0.007 -0.015 0.004
C -5.8060 0.4112 -2.2973 -0.014 0.013 -0.007
C -4.5199 -1.7031 -1.7557 -0.052 -0.011 0.028
Se -3.8891 -0.8900 -0.1457 -0.042 -0.059 0.042
C -4.0788 -2.9874 -2.0995 0.018 0.030 0.008
C -3.1287 -3.7632 -1.2278 0.013 -0.013 0.006
C -4.5155 -3.5474 -3.2923 -0.005 0.001 -0.001
H -6.2837 -2.7721 -6.0993 -0.001 -0.001 0.001
H -6.6069 -4.2644 -5.2207 -0.001 -0.001 0.009
H -5.0273 -4.0034 -5.9495 -0.002 -0.003 0.002
H -6.4249 -1.0349 -4.4635 -0.001 -0.001 -0.002
H -6.4903 0.7771 -3.0622 -0.001 -0.007 0.000
H -4.9477 1.0833 -2.2509 0.011 0.018 0.012
H -6.3051 0.4602 -1.3281 0.008 0.000 -0.005
H -2.1650 -3.2485 -1.1571 0.009 0.008 -0.018
H -2.9562 -4.7575 -1.6389 -0.004 0.002 -0.006
H -3.5141 -3.8675 -0.2122 -0.022 -0.007 0.002
H -4.1774 -4.5434 -3.5589 -0.001 -0.002 -0.002
C 0.2952 6.4514 1.0815 0.012 -0.005 -0.011
C -1.1624 6.0619 1.3658 0.026 -0.074 -0.018
C -1.1637 5.3661 2.7376 -0.019 0.031 -0.001
C -1.9912 7.3551 1.4691 -0.008 0.002 -0.015
Si -1.8850 4.9664 -0.0340 -0.119 0.100 -0.023
Br -0.8785 2.8987 0.3882 -0.004 0.138 0.052
C -1.2632 5.3899 -1.7923 -0.017 -0.061 0.013
C -2.0013 4.5643 -2.8574 0.000 0.013 0.002
C 0.2338 5.0986 -1.9820 0.020 -0.005 0.005
C -1.5136 6.8831 -2.0718 0.016 0.008 0.012
C -3.7563 4.5919 0.1188 0.052 -0.080 0.019
C -4.1662 3.3224 -0.6461 -0.018 0.000 0.008
C -4.5658 5.7815 -0.4276 0.022 0.022 -0.008
C -4.1712 4.3597 1.5788 0.014 0.003 0.010
H 0.6761 7.0259 1.9312 -0.006 0.001 0.004
H 0.3977 7.0784 0.1969 0.002 -0.001 0.010
H 0.9360 5.5750 0.9620 0.000 -0.002 0.001
H -0.8104 6.0806 3.4878 -0.004 0.004 -0.009
H -0.4818 4.5147 2.7525 0.014 -0.037 -0.010
H -2.1483 5.0256 3.0498 0.002 -0.007 0.004
H -1.5162 8.0230 2.1935 0.004 -0.002 0.004
H -3.0073 7.1714 1.8161 -0.028 -0.019 0.015
H -2.0483 7.8930 0.5211 -0.008 0.002 0.012
H -1.8897 3.4899 -2.6967 0.001 -0.008 0.005
H -1.5712 4.7958 -3.8362 0.009 0.006 0.003
H -3.0630 4.7978 -2.9104 -0.030 0.027 0.001
H 0.4517 4.0348 -1.8759 0.005 0.001 -0.001
H 0.8725 5.6467 -1.2943 0.010 0.001 -0.003
H 0.5136 5.3952 -2.9973 -0.006 0.001 -0.002
H -2.5596 7.1665 -1.9474 -0.019 0.003 0.006
H -1.2404 7.0987 -3.1086 0.002 -0.006 -0.004
H -0.9079 7.5310 -1.4372 -0.009 0.000 -0.007
H -3.9336 3.3592 -1.7060 -0.003 -0.002 -0.019
H -5.2497 3.1962 -0.5547 0.013 0.015 0.011
H -3.7065 2.4242 -0.2313 0.011 -0.018 -0.005
H -4.4303 5.9133 -1.5004 0.017 0.004 -0.048
H -4.3224 6.7241 0.0660 -0.010 -0.016 -0.021
H -5.6290 5.5895 -0.2582 -0.002 -0.005 -0.003
H -3.6182 3.5317 2.0289 0.016 -0.002 0.014
H -5.2306 4.0883 1.6001 0.001 0.003 -0.009
H -4.0499 5.2415 2.2056 0.003 0.041 0.003

# 2
10
Properties=species:S:1:pos:R:3:forces:R:3 method="wB97M-V/def2-TZVPD" smiles="C=CC(=O)C=O" lumo_energy_ev=-0.598 gap_ev=9.23 total_energy_ha=-305.2143 fmax_ha_per_bohr=0.0849
C 1.4189 0.2377 -0.1626 1.287 -1.575 -2.558
C 0.5350 -0.7594 -0.4318 -0.636 1.463 1.490
C -0.8652 -0.7394 0.1447 1.264 -1.563 -2.071
O -1.6782 -1.6542 0.1205 1.006 1.478 0.443
C -1.1642 0.6505 0.5260 -2.907 2.047 2.531
O -1.0960 1.6673 -0.1040 0.890 -0.151 -1.514
H 2.3160 0.1017 -0.8362 -0.641 0.429 1.130
H 1.4626 1.1686 0.4123 -0.749 -0.769 0.098
H 0.7310 -1.5157 -1.1647 0.353 -0.380 -0.076
H -1.6598 0.8429 1.4957 0.132 -0.980 0.526

# 3
80
Properties=species:S:1:pos:R:3:forces:R:3 method="wB97M-V/def2-TZVPD" s2=0.75 multiplicity=2 lumo_energy_ev="-4.037 / -9.061" gap_ev="10.50 / 5.45" total_energy_ha=-2299.3792 fmax_ha_per_bohr=0.0937 total_charge=+2
Sr -12.8728 -28.7401 24.2902 -0.567 0.771 -0.754
P -14.8486 -26.6177 22.1771 -0.946 0.647 2.593
F -15.2228 -24.9872 22.3226 0.409 -2.664 -1.014
F -15.0864 -26.7746 20.6015 0.266 0.298 0.101
F -13.2479 -26.2188 21.9092 -1.437 0.249 0.348
F -14.2252 -28.1678 22.3691 -0.952 -0.335 -2.084
F -14.7235 -26.7127 23.8121 0.821 1.398 0.467
F -16.4039 -27.1270 22.4200 1.515 0.565 -0.815
C -13.0689 -31.7333 22.6091 -0.146 1.367 -0.632
O -12.7445 -30.3694 22.3209 1.817 0.260 -1.612
C -11.7418 -30.2222 21.2797 -0.423 1.034 0.121
C -11.3364 -28.7493 21.2783 -0.661 0.328 1.760
N -10.8164 -28.4541 22.6730 -0.497 -1.321 -1.539
C -10.3371 -27.1054 22.7489 2.411 0.489 0.462
C -10.0374 -26.7232 24.2397 -1.972 -0.230 -1.710
O -11.2883 -26.9137 24.9777 1.085 1.972 1.025
C -11.3127 -25.9148 26.1021 -0.685 -1.087 -1.643
H -13.9335 -31.9790 21.9924 -0.389 -0.286 0.596
H -13.2267 -31.5234 23.6670 -0.452 -2.067 0.259
H -12.2756 -32.3978 22.2668 0.216 -0.125 0.835
H -12.1439 -30.5551 20.3228 -0.055 0.055 -0.064
H -10.8382 -30.7948 21.4891 -0.072 -0.471 0.267
H -12.2098 -28.0979 21.2475 0.077 -0.144 -0.956
H -10.5341 -28.4701 20.5954 -0.348 -0.237 -0.551
H -10.0105 -29.0615 22.6313 0.421 -0.124 0.997
H -10.8289 -26.4220 22.0566 -1.149 0.261 1.063
H -9.3799 -27.0598 22.2295 0.769 -0.076 0.193
H -9.7209 -25.6807 24.2074 0.037 -0.006 0.542
H -9.2975 -27.3822 24.6939 0.238 0.143 -0.221
H -12.3112 -25.9763 26.5349 0.370 -0.039 0.116
H -11.2447 -24.9315 25.6367 0.368 0.025 0.307
H -10.5155 -26.1660 26.8017 -0.085 0.307 0.019
C -16.6484 -27.3258 14.4207 0.155 -1.247 0.132
O -16.8131 -26.0335 14.8987 0.192 1.793 2.933
C -16.6023 -25.8522 16.3496 -1.463 -0.603 -0.620
C -15.3212 -25.1259 16.7044 -1.865 0.991 -0.070
N -15.2217 -24.9157 18.1972 1.007 -2.709 -3.857
C -13.9037 -24.8171 18.6559 -0.150 -0.197 2.588
C -13.2592 -23.5104 18.3163 0.299 1.575 1.407
O -12.1351 -23.3242 19.1855 1.150 -0.114 -1.788
C -10.9502 -22.7521 18.5047 -0.909 0.464 0.345
H -16.7116 -27.2876 13.3332 0.603 0.067 0.106
H -17.4147 -28.0447 14.7105 -0.496 0.252 0.355
H -15.7315 -27.7238 14.8554 0.445 -0.305 -0.722
H -16.5867 -26.7611 16.9511 -0.100 -0.809 -0.607
H -17.4576 -25.3232 16.7700 -0.160 0.319 -0.397
H -15.4596 -24.1290 16.2857 0.781 0.166 -0.351
H -14.5482 -25.7413 16.2442 0.906 0.684 0.577
H -15.8408 -25.5240 18.7137 -0.600 0.256 0.816
H -13.3201 -25.7146 18.4509 0.051 -0.364 -0.802
H -14.0092 -24.9011 19.7375 0.489 0.405 0.252
H -14.0042 -22.8333 18.7342 -0.107 0.620 -0.510
H -13.1390 -23.2852 17.2566 0.484 -0.232 0.031
H -10.2107 -22.4561 19.2487 -0.202 -0.549 0.205
H -11.2158 -21.8094 18.0262 -0.303 -0.001 -0.120
H -10.5063 -23.3890 17.7396 -0.167 -0.383 0.224
C -10.0861 -30.3188 25.6200 0.435 0.092 -0.492
O -11.3798 -29.7379 25.8730 1.199 -1.913 -0.783
C -11.6112 -29.3619 27.1759 -1.060 0.375 2.331
C -13.1259 -29.2353 27.3988 0.263 0.876 -0.357
N -13.7406 -28.0995 26.6259 -1.450 -1.443 1.212
C -15.2537 -28.2104 26.7756 0.389 -0.992 -0.166
C -15.7559 -29.5717 26.1807 1.230 1.322 -1.265
O -15.1081 -29.6865 24.8370 -0.243 -0.210 1.867
C -15.9623 -30.3938 23.9873 -1.290 0.453 -1.176
H -10.1043 -30.8327 24.6589 -0.287 0.308 -0.150
H -9.7192 -31.0851 26.3028 -0.680 0.134 0.618
H -9.3238 -29.5403 25.5897 -0.029 0.139 -0.010
H -11.0172 -28.4828 27.4260 -0.173 0.337 0.045
H -11.3695 -30.1112 27.9297 0.644 -0.451 -0.290
H -13.4096 -29.1428 28.4472 0.460 0.074 0.254
H -13.5460 -30.1990 27.1107 -0.040 0.153 -0.397
H -13.4839 -27.2665 27.1363 0.037 0.172 -0.053
H -15.6974 -27.3084 26.3542 -0.080 -0.401 -0.635
H -15.5972 -28.1906 27.8099 0.375 -0.120 0.402
H -16.8410 -29.5978 26.0813 0.045 0.289 -0.169
H -15.4747 -30.4788 26.7157 0.060 0.292 0.357
H -16.1698 -31.4233 24.2791 0.145 -0.023 0.246
H -15.6280 -30.3644 22.9502 0.508 -0.045 0.168
H -16.8743 -29.7970 23.9719 -0.481 -0.451 -0.160

# 4
14
Properties=species:S:1:pos:R:3:forces:R:3 method="wB97M-V/def2-TZVPD" lumo_energy_ev=0.574 gap_ev=9.48 total_energy_ha=-320.7143 fmax_ha_per_bohr=0.0113
H -0.3831 2.3413 -1.7760 -0.238 0.075 -0.049
N -1.1643 1.9981 -2.3751 0.055 -0.010 -0.489
N -0.8052 0.9498 -2.9422 -0.075 0.491 -0.095
C 0.4551 0.4253 -2.6117 0.047 0.081 0.573
C 0.4336 0.0191 -1.4152 -0.165 -0.329 -0.038
N 0.1658 -0.6537 -0.3465 0.031 -0.106 -0.323
C -0.1444 -0.0807 0.9649 0.055 0.058 0.141
C 0.5316 -0.9076 2.0389 0.038 -0.025 0.108
H -0.1387 -1.6070 -0.4951 0.010 -0.097 0.139
H 0.1849 0.9619 0.9667 0.035 -0.195 -0.053
H -1.2360 -0.0774 1.0878 0.222 -0.006 -0.020
H 1.6172 -0.8601 1.9151 -0.132 -0.028 0.105
H 0.2208 -1.9552 1.9515 0.062 0.134 0.094
H 0.2627 -0.5538 3.0367 0.056 -0.043 -0.094

# 5
58
Properties=species:S:1:pos:R:3:forces:R:3 method="wB97M-V/def2-TZVPD" smiles="C[C@@H]1CCOC[C@H]1C(=O)N(C)CCCCC(=O)N1CCc2c(nnn2C)C1" lumo_energy_ev=0.615 gap_ev=9.73 total_energy_ha=-1242.1043 fmax_ha_per_bohr=0.0034
C 0.6647 -3.6053 0.0959 0.002 -0.003 0.001
C 0.4622 -3.0298 1.4917 0.001 0.002 -0.003
C -1.0269 -2.9131 1.8210 0.002 -0.001 0.004
C -1.2566 -2.2017 3.1414 -0.001 -0.001 -0.004
O -0.6444 -0.9169 3.1500 0.000 0.000 0.002
C 0.7510 -1.0289 2.9768 -0.001 0.001 -0.003
C 1.1037 -1.6451 1.6182 0.001 0.004 0.005
C 2.6228 -1.7188 1.5063 0.001 -0.005 -0.006
O 3.2282 -2.7031 1.9011 -0.001 0.002 0.003
N 3.2720 -0.6296 0.9979 -0.001 0.003 0.000
C 4.7159 -0.6588 0.8587 0.001 0.000 0.001
C 2.5950 0.5720 0.5416 -0.077 -0.053 0.022
C 2.2411 0.5220 -0.9441 0.141 0.091 -0.043
C 1.3456 1.6701 -1.4658 -0.140 -0.085 0.053
C 1.0934 2.8653 -0.5194 0.075 0.045 -0.030
C -0.2433 3.4913 -0.8501 0.000 0.000 0.001
O -0.3322 4.4453 -1.6036 0.000 -0.001 0.000
N -1.3619 2.9278 -0.2795 -0.002 0.005 -0.001
C -2.6549 3.3637 -0.7998 0.001 0.000 0.000
C -3.0293 2.5910 -2.0765 0.000 -0.001 -0.002
C -2.7025 1.1594 -1.8230 0.004 0.000 -0.003
C -1.9782 0.6793 -0.7673 -0.003 -0.001 0.006
N -1.8452 -0.6613 -0.8976 0.004 0.002 -0.003
N -2.4555 -1.0324 -1.9812 -0.001 0.001 -0.001
N -2.9779 0.0608 -2.5541 -0.001 -0.001 0.003
C -3.7147 -0.0453 -3.7939 -0.002 0.001 0.000
C -1.3902 1.5741 0.2777 -0.002 -0.006 -0.003
H 0.1971 -2.9567 -0.6504 -0.001 0.000 0.001
H 1.7248 -3.7114 -0.1379 0.000 0.000 0.000
H 0.2029 -4.5911 0.0139 0.000 0.000 -0.001
H 0.9481 -3.6813 2.2244 -0.001 -0.001 0.000
H -1.5271 -2.3579 1.0231 -0.001 0.000 -0.001
H -1.4754 -3.9098 1.8631 -0.001 0.001 0.000
H -2.3172 -2.0335 3.3254 0.000 0.001 0.000
H -0.8522 -2.7946 3.9745 0.001 0.001 0.001
H 1.1600 -0.0222 3.0834 0.000 0.000 0.000
H 1.1857 -1.6537 3.7699 0.000 -0.001 0.000
H 0.6762 -1.0161 0.8320 0.000 0.001 0.000
H 5.0740 -1.6380 1.1591 0.000 0.000 -0.001
H 5.0056 -0.4721 -0.1778 0.000 0.001 0.000
H 5.1785 0.1026 1.4918 0.000 0.000 0.000
H 1.7049 0.7229 1.1482 0.000 0.001 0.001
H 3.2508 1.4212 0.7508 0.001 -0.001 -0.001
H 3.1747 0.4922 -1.5102 -0.001 0.001 -0.001
H 1.7429 -0.4310 -1.1355 0.001 -0.001 0.001
H 1.7467 2.0627 -2.3998 0.000 0.001 0.001
H 0.3787 1.2358 -1.7297 0.002 0.000 0.000
H 1.1158 2.5776 0.5293 0.000 -0.002 0.000
H 1.8440 3.6409 -0.6608 -0.001 0.000 -0.001
H -3.4000 3.1767 -0.0238 0.001 -0.001 0.000
H -2.6084 4.4299 -0.9973 0.000 0.000 0.000
H -4.0878 2.7346 -2.3056 0.000 0.000 0.000
H -2.4515 2.9764 -2.9208 0.000 0.000 0.001
H -3.2411 0.5564 -4.5683 0.000 0.000 0.000
H -3.7049 -1.0908 -4.0866 0.000 -0.001 0.000
H -4.7431 0.2854 -3.6547 0.001 0.000 -0.001
H -0.3956 1.2394 0.5557 0.000 0.002 0.000
H -1.9885 1.5731 1.1921 0.000 0.001 0.001

Copy entry 2 word for word.
10
Properties=species:S:1:pos:R:3:forces:R:3 method="wB97M-V/def2-TZVPD" smiles="C=CC(=O)C=O" lumo_energy_ev=-0.598 gap_ev=9.23 total_energy_ha=-305.2143 fmax_ha_per_bohr=0.0849
C 1.4189 0.2377 -0.1626 1.287 -1.575 -2.558
C 0.5350 -0.7594 -0.4318 -0.636 1.463 1.490
C -0.8652 -0.7394 0.1447 1.264 -1.563 -2.071
O -1.6782 -1.6542 0.1205 1.006 1.478 0.443
C -1.1642 0.6505 0.5260 -2.907 2.047 2.531
O -1.0960 1.6673 -0.1040 0.890 -0.151 -1.514
H 2.3160 0.1017 -0.8362 -0.641 0.429 1.130
H 1.4626 1.1686 0.4123 -0.749 -0.769 0.098
H 0.7310 -1.5157 -1.1647 0.353 -0.380 -0.076
H -1.6598 0.8429 1.4957 0.132 -0.980 0.526